{"formula": "C5H16NSi", "method": "ωB97M-V/def2-TZVPD", "multiplicity": 1, "charge": 1, "de_lowest_kcal_mol": 71.37, "symbols": ["C", "C", "C", "C", "C", "N", "Si", "H", "H", "H", "H", "H", "H", "H", "H", "H", "H", "H", "H", "H", "H", "H", "H"], "coordinates": [[2.7139, -0.6567, -0.3446], [-1.5883, -0.3037, -1.2212], [-2.2706, 0.3404, 0.9398], [1.3262, -1.1780, 0.0228], [0.5267, -0.1066, 0.8123], [-1.3662, -0.4918, 0.1961], [0.9188, 1.8354, 0.3216], [3.2204, -1.3556, -1.0679], [3.2726, -0.6743, 0.5783], [2.6688, 0.3605, -0.7474], [-2.3539, 0.3329, -1.5953], [-0.7608, 0.0170, -1.8581], [-1.8769, -1.2504, -1.6559], [-2.4127, 1.3101, 0.4003], [-3.2218, -0.1777, 0.8445], [-2.1706, 0.5438, 1.9990], [1.4209, -2.1512, 0.4915], [0.5938, -1.2969, -0.8845], [0.3358, -0.2039, 1.9179], [-1.5803, -1.4309, 0.3350], [2.3664, 2.2727, 0.2056], [0.0300, 2.6414, 1.3637], [0.2075, 1.6237, -1.0537]], "atomic_forces_ev_per_a": [[-0.1, -1.0, -0.7], [0.6, -1.1, -2.6], [-2.5, 1.4, -0.3], [-2.2, 1.0, -1.3], [-0.6, -0.2, 0.0], [3.3, 3.2, 0.5], [-2.1, -0.8, -0.1], [-0.5, 0.8, 0.7], [0.5, 0.3, 0.2], [0.3, -0.4, -0.1], [-1.0, 1.0, 0.9], [0.6, -0.1, 0.7], [0.0, -0.5, 0.0], [0.4, -0.7, 0.6], [-0.5, 0.3, 0.1], [1.0, -0.4, 0.1], [-0.3, 0.0, 0.3], [2.0, -0.1, 1.1], [0.0, -0.4, -1.2], [0.2, -2.0, 1.0], [-0.9, -0.3, 0.3], [1.1, -0.7, -1.2], [0.8, 0.9, 1.0]]}



{"formula": "C5H16O2", "method": "ωB97M-V/def2-TZVPD", "multiplicity": 1, "charge": 0, "de_lowest_kcal_mol": 35.75, "smiles": "CCC(C)C.O.O", "symbols": ["C", "C", "C", "C", "C", "H", "H", "H", "H", "H", "H", "H", "H", "H", "H", "H", "H", "H", "H", "O", "H", "H", "O"], "coordinates": [[2.4441, -1.0851, -0.1945], [1.4367, -0.0766, -0.6386], [0.9439, 0.7196, 0.5689], [0.0446, 1.7820, 0.0482], [0.2466, -0.1338, 1.6572], [2.1635, -1.8312, 0.4748], [3.3795, -0.6510, 0.1878], [2.6551, -1.5834, -1.1299], [0.5836, -0.5776, -1.2880], [2.0458, 0.7994, -1.1700], [1.6892, 1.2921, 1.1518], [-0.4819, 2.3691, 1.0198], [0.6553, 2.5208, -0.5237], [-0.8021, 1.5634, -0.6124], [0.7173, -1.0603, 1.8721], [0.2572, 0.4880, 2.4851], [-0.7779, -0.3477, 1.5431], [-2.5605, -0.9634, -2.4036], [-1.5394, -1.7077, -1.5754], [-1.7607, -0.8256, -1.8801], [-3.1159, -0.4197, -0.2027], [-4.4763, 0.1071, 0.1067], [-3.7478, -0.3783, 0.5034]], "atomic_forces_ev_per_a": [[1.5, 0.3, -2.1], [0.6, 2.0, 0.0], [-1.8, -1.1, 0.2], [-1.9, 3.6, 2.0], [0.6, 0.4, -1.4], [-1.0, -1.1, 1.3], [-0.3, 0.1, -0.2], [0.8, -0.7, -0.1], [1.7, 1.5, 1.3], [-1.4, -2.2, 0.0], [0.6, -0.7, -0.8], [1.4, -1.2, -2.6], [-0.5, -0.2, 0.5], [0.3, -0.7, 0.2], [0.8, -0.7, 0.3], [0.1, 0.9, 2.1], [-1.4, -0.2, -0.9], [0.1, 0.1, -0.1], [0.2, -0.2, 0.1], [-0.5, 0.1, 0.0], [0.9, -0.1, -0.6], [-0.2, 0.1, 0.2], [-0.7, 0.1, 0.4]]}